This record from the Open Molecules 2025 dataset describes C2H4N2S in the gas phase at a distorted geometry. The level of theory is ωB97M-V with the def2-TZVPD basis set.

Each line ends with the natural charge from an NBO analysis.
Positions of all 9 atoms, in Å:
C (-2.056, -0.225, 0.157)  0.242
C (-0.569, 0.048, 0.580)  -0.184
N (-3.124, -0.578, 0.021)  -0.294
N (0.409, -0.846, 0.030)  -0.789
S (-0.227, 1.880, -0.004)  -0.089
H (-0.464, 0.031, 1.742)  0.256
H (1.350, -0.495, 0.239)  0.370
H (0.471, -0.663, -0.899)  0.351
H (-0.745, 1.464, -1.254)  0.136

Its highest occupied orbital energy is -9.81 eV. As for the SMILES: N#C[C@@H](N)S. The value obtained for the relative energy (zero: lowest compared OMol25 entry of this formula, charge and spin) is 107.7 kJ/mol.